1.
ORCA calculation (ωB97M-V/def2-TZVPD) on a molecular structure, C28H37InN2O3P2S.

Structure (ORCA input):
```
! wB97M-V def2-TZVPD RIJCOSX def2/J DEFGRID3
* xyz 2 1
In 0.2759 -0.2102 0.3286
C -3.9724 4.0347 -0.3954
C -4.3659 2.7765 0.0457
C -3.4791 1.9838 0.7541
C -2.1949 2.4536 1.0387
C -1.8011 3.7109 0.5878
C -2.6932 4.4979 -0.1287
P -1.0562 1.3776 1.9288
C -1.5770 1.2191 3.6377
C -2.7920 1.7325 4.0877
C -3.1434 1.5970 5.4228
C -2.2899 0.9517 6.3050
C -1.0772 0.4393 5.8586
C -0.7214 0.5670 4.5284
C 0.5995 2.0976 1.8480
C 1.0675 3.1810 2.5926
C 2.3102 3.7059 2.2886
C 3.0684 3.1683 1.2458
C 2.6106 2.0827 0.5173
C 1.3805 1.5114 0.8380
H -4.6673 4.6540 -0.9464
H -5.3633 2.4139 -0.1629
H -3.7935 0.9999 1.0851
H -0.8071 4.0841 0.7984
H -2.3887 5.4785 -0.4687
H -3.4555 2.2542 3.4117
H -4.0822 2.0040 5.7724
H -2.5669 0.8522 7.3458
H -0.4102 -0.0550 6.5516
H 0.2327 0.1745 4.1930
H 0.4635 3.6195 3.3777
H 2.6919 4.5493 2.8477
H 4.0326 3.6036 1.0174
H 3.2221 1.6789 -0.2803
C 3.2691 -3.9882 1.8420
N 2.0284 -4.2830 1.1439
C 1.8290 -5.5796 0.4768
C 0.3861 -5.4874 -0.0599
N -0.0272 -4.1605 0.4115
C 0.9301 -3.5559 1.1072
S 0.7076 -2.0490 1.9466
H 3.3910 -4.6731 2.6809
H 3.2417 -2.9656 2.2063
H 4.1043 -4.1147 1.1535
H 1.9630 -6.3850 1.1987
H 2.5669 -5.6988 -0.3166
H -0.2601 -6.2571 0.3571
H 0.3420 -5.5379 -1.1461
H -0.9730 -3.8199 0.4157
C -1.2618 -1.2692 -6.0805
C -0.8791 -1.8335 -4.7403
O -0.0783 -0.8297 -4.0266
P -0.3053 -0.4998 -2.4970
O 0.3708 0.9520 -2.4107
C -0.2211 2.0974 -3.1072
C 0.6738 2.5158 -4.2432
O 0.9008 -1.2621 -1.6260
C 2.3118 -1.3099 -2.0728
C 2.7690 -2.7412 -2.1038
H -1.8752 -1.9943 -6.6159
H -0.3809 -1.0572 -6.6840
H -1.8424 -0.3540 -5.9691
H -0.2517 -2.7193 -4.8271
H -1.7527 -2.0766 -4.1317
H -0.3262 2.8714 -2.3483
H -1.2203 1.8214 -3.4527
H 1.6814 2.7178 -3.8811
H 0.2892 3.4304 -4.6954
H 0.7210 1.7451 -5.0110
H 2.8788 -0.6996 -1.3693
H 2.3529 -0.8369 -3.0521
H 2.6892 -3.1973 -1.1179
H 3.8147 -2.7786 -2.4117
H 2.1859 -3.3267 -2.8143
*
```

Computed properties:
- Energy relative to the best compared isomer or geometry (same formula, charge and spin): 7.05 kcal per mole
- Energy: -73333.8703 eV
- E_HOMO: -0.499 Ha

The molecule's Mulliken atomic charges, reported in e, are given here: 0.4533, -0.5339, -0.7079, -0.5951, 0.4544, -0.3676, -0.7025, 0.8067, 0.4096, -0.3332, -0.7303, -0.4880, -0.7674, -0.3593, -0.0636, -0.1504, -0.7353, -0.7822, -0.4554, 0.3959, 0.4444, 0.4496, 0.5198, 0.4081, 0.4561, 0.4000, 0.4283, 0.4094, 0.4306, 0.3761, 0.5438, 0.4443, 0.4328, 0.4818, -0.9354, 0.0851, -0.4908, -0.5501, 0.0779, 0.1907, -0.4010, 0.3388, 0.2905, 0.3351, 0.4158, 0.2922, 0.3473, 0.2833, 0.2233, -1.2007, -0.2892, -0.2291, 0.1987, -0.0715, -0.1693, -1.2386, 0.0109, 0.1436, -1.0202, 0.4129, 0.3072, 0.2959, 0.2575, 0.4132, 0.1942, 0.3841, 0.3025, 0.4297, 0.2604, 0.0545, 0.3320, -0.0268, 0.4716, 0.3005

2.
ORCA calculation (ωB97M-V/def2-TZVPD) on a molecular structure, C28H38BN10PtSe.

Structure (ORCA input):
```
! wB97M-V def2-TZVPD RIJCOSX def2/J DEFGRID3
* xyz 1 1
Pt 1.0957 -2.1240 0.0317
C -0.4726 -1.9291 3.3590
C 0.1311 -0.6930 2.7907
C 0.0934 0.6287 3.2605
C 0.7869 1.3785 2.3250
C 1.0735 2.8438 2.3058
N 1.2051 0.5466 1.3536
N 0.8259 -0.7218 1.6655
B 2.0028 0.8534 0.0499
N 3.1971 -0.1023 0.0466
N 2.9276 -1.4186 -0.0047
C 4.0826 -2.0887 -0.0766
C 4.1521 -3.5700 -0.1905
C 5.1230 -1.1598 -0.0502
C 4.5250 0.0882 0.0223
C 5.1445 1.4425 0.0598
N 1.1932 0.5707 -1.2498
N 0.8261 -0.6924 -1.6107
C 0.1562 -0.6265 -2.7486
C -0.4133 -1.8398 -3.3950
C 0.1021 0.7101 -3.1662
C 0.7580 1.4334 -2.1923
C 1.0026 2.9028 -2.1094
H -0.8423 -1.7513 4.3666
H 0.2602 -2.7362 3.3958
H -1.3112 -2.2535 2.7388
H -0.3493 0.9837 4.1770
H 0.6399 3.3128 3.1879
H 0.6572 3.3246 1.4189
H 2.1456 3.0392 2.3134
H 2.3504 1.9936 0.0641
H 3.1822 -3.9837 -0.4501
H 4.4840 -4.0241 0.7441
H 4.8574 -3.8522 -0.9712
H 6.1780 -1.3719 -0.0919
H 6.2278 1.3469 0.0512
H 4.8548 1.9872 0.9586
H 4.8455 2.0389 -0.8025
H -0.2311 -2.7220 -2.7799
H 0.0346 -2.0082 -4.3747
H -1.4901 -1.7302 -3.5302
H -0.3600 1.0998 -4.0579
H 0.5336 3.3987 -2.9569
H 2.0682 3.1324 -2.1276
H 0.5877 3.3273 -1.1937
C -4.0320 -4.4142 -0.2847
C -2.5571 -4.4020 -0.0821
C -1.6649 -5.4067 0.2214
C -0.4067 -4.7962 0.3084
N -0.5230 -3.4884 0.0647
N -1.8346 -3.2739 -0.1667
C 0.8995 -5.4286 0.6346
H -4.4086 -5.4290 -0.1841
H -4.2953 -4.0465 -1.2766
H -4.5327 -3.7856 0.4523
H -1.8881 -6.4495 0.3698
H -2.1718 -2.3458 -0.3581
H 0.7398 -6.3616 1.1717
H 1.5036 -4.7723 1.2640
H 1.4640 -5.6599 -0.2691
C -3.7190 2.2225 -2.0975
N -3.0963 2.5651 -0.8337
C -2.4964 1.6966 0.0100
Se -2.2713 -0.1069 -0.1984
N -2.0457 2.4123 1.0634
C -2.3500 3.7580 0.9059
C -2.1056 4.8736 1.6900
C -2.5639 6.0904 1.2094
C -3.2425 6.1859 -0.0077
C -3.4879 5.0679 -0.7897
C -3.0257 3.8539 -0.3076
H -3.3756 1.2334 -2.3877
H -3.4230 2.9512 -2.8505
H -4.8043 2.2171 -1.9994
H -1.5370 1.9708 1.8185
H -1.5850 4.8005 2.6355
H -2.3980 6.9858 1.7928
H -3.5878 7.1533 -0.3460
H -4.0189 5.1442 -1.7288
*
```

Computed properties:
- Energy relative to the best compared isomer or geometry (same formula, charge and spin): 45.26 kcal per mole
- Energy: -113821.5321 eV
- E_HOMO: -0.367 Ha

The molecule's Mulliken atomic charges, reported in e, are given here: 0.9587, -1.3632, 0.8180, -0.8213, -0.0813, -1.2562, 1.7425, -0.7517, -1.3927, 0.6704, -0.6786, 0.8479, -1.1271, -1.4121, 0.9086, -1.3027, 1.8498, -1.3127, 0.5081, -1.2870, -1.0359, 0.7026, -1.4289, 0.4163, 0.2820, 0.1398, 0.5179, 0.3024, 0.2204, 0.3279, -0.0637, 0.0299, 0.2610, 0.4091, 0.4893, 0.3664, 0.2667, 0.2705, 0.1932, 0.3607, 0.2615, 0.5305, 0.3891, 0.2949, 0.1617, -1.3266, 0.5337, -1.0377, 0.8893, 0.0841, 0.9797, -1.5328, 0.3621, 0.3039, 0.2980, 0.4877, -0.1879, 0.4272, 0.3210, 0.2229, -0.9456, 0.4218, -0.3888, -0.3492, 0.2185, 0.4449, -0.5601, -0.6187, -0.6204, -0.6948, 0.5360, 0.2373, 0.3655, 0.3042, -0.0263, 0.4306, 0.4061, 0.4061, 0.4252

3.
ORCA calculation (ωB97M-V/def2-TZVPD) on 3 unconnected molecules or ions with the total composition C28H38BN4O3S in a non-equilibrium geometry.

Structure (ORCA input):
```
! wB97M-V def2-TZVPD RIJCOSX def2/J DEFGRID3
* xyz 1 1
C 3.8227 1.6399 -0.0314
C 2.7803 1.1962 -0.8478
N 1.4194 1.3927 -0.4500
C 0.5790 2.4553 -0.7757
C 1.0012 3.5786 -1.6753
O -0.0925 3.9708 -2.5080
C 0.3566 4.0265 -3.8367
C 1.2285 5.2137 -4.1879
O 0.0689 3.1696 -4.5973
C -0.6268 2.2519 -0.1673
C -1.8509 3.1243 -0.2491
C -3.2078 2.4997 0.1677
C -3.6152 2.9125 1.6061
C -4.3723 1.8263 2.3787
C -4.4161 2.0406 3.9402
N -4.0311 3.3576 4.4264
N -0.4820 1.0512 0.5370
N -1.3925 0.3630 1.3727
C -1.2591 0.7638 2.5467
S -0.9538 1.2018 3.9799
C 0.7324 0.5512 0.3289
B 1.2925 -0.8420 0.9109
O 2.1031 -0.7998 1.9895
C 0.8062 -2.1539 0.1848
C 0.6696 -1.8637 -1.3338
H 4.4034 2.5372 -0.2487
H 4.0969 1.1087 0.8833
H 3.0086 0.6444 -1.7571
H 1.8470 3.2333 -2.2789
H 1.3710 4.4384 -1.1064
H 2.1523 4.8492 -4.6317
H 0.6486 5.8262 -4.8757
H 1.4769 5.7810 -3.2922
H -1.9589 3.4596 -1.2766
H -1.6492 4.0213 0.3437
H -3.2554 1.4231 0.0080
H -3.9523 2.9362 -0.4998
H -4.2674 3.7838 1.5506
H -2.7144 3.1615 2.1733
H -5.4177 1.7654 2.0691
H -3.9531 0.8294 2.2122
H -3.8232 1.2851 4.4542
H -5.4429 1.8868 4.2784
H -3.0342 3.4936 4.4787
H -4.4926 4.1124 3.9443
H 2.7479 -1.5200 1.9828
H 1.4690 -2.9934 0.3945
H -0.2103 -2.3208 0.5597
H 1.5015 -1.2767 -1.7315
H -0.2780 -1.3718 -1.5592
H 0.6574 -2.7832 -1.9218
C 4.6101 -3.6021 2.7167
C 4.2737 -4.8337 3.2621
C 4.6033 -5.1193 4.5787
C 5.2602 -4.1708 5.3519
C 5.5927 -2.9385 4.8077
C 5.2712 -2.6546 3.4877
H 4.3571 -3.3813 1.6840
H 3.7565 -5.5705 2.6610
H 4.3482 -6.0811 5.0036
H 5.5131 -4.3934 6.3802
H 6.1037 -2.2001 5.4116
H 5.5366 -1.6945 3.0609
C -2.5630 -3.6737 -3.3020
C -2.7016 -2.5017 -4.0335
C -2.6940 -2.5438 -5.4207
C -2.5567 -3.7597 -6.0761
C -2.4215 -4.9318 -5.3447
C -2.4205 -4.8889 -3.9574
H -2.5664 -3.6405 -2.2191
H -2.8157 -1.5534 -3.5220
H -2.7963 -1.6297 -5.9913
H -2.5556 -3.7937 -7.1578
H -2.3163 -5.8795 -5.8566
H -2.3100 -5.8025 -3.3874
*
```

Computed properties:
- Energy relative to the best compared isomer or geometry (same formula, charge and spin): 0.00 kcal per mole
- Energy: -53256.2827 eV
- E_HOMO: -0.405 Ha

The molecule's Mulliken atomic charges, reported in e, are given here: -0.6363, -0.3938, 0.7653, 0.1822, -0.8225, -0.2794, 0.5554, -0.8787, -0.4833, 0.3027, -0.7285, -1.2523, -0.6310, -0.5738, -0.7378, -0.5266, 1.1277, -1.2242, 0.5530, -0.2197, -0.7506, 0.5928, -0.5692, -0.5616, -0.9401, 0.2836, 0.2447, 0.4790, 0.5895, 0.2854, 0.3330, 0.3198, 0.2837, 0.4505, 0.3892, 0.5515, 0.5633, 0.4960, 0.3009, 0.4655, 0.2356, 0.2512, 0.3171, 0.2400, 0.2396, 0.1895, 0.4858, 0.2797, 0.1673, 0.2412, 0.4257, -0.3978, -0.5020, -0.3844, -0.3910, -0.4488, -0.3721, 0.6453, 0.3728, 0.3723, 0.3704, 0.3741, 0.3803, -0.3314, -0.3455, -0.4537, -0.3562, -0.3730, -0.4299, 0.4224, 0.4103, 0.3664, 0.3635, 0.3667, 0.3631

Question: What is the formula in the second record?
Answer: C28H38BN10PtSe